84
Properties=species:S:1:pos:R:3:forces:R:3:mulliken_charge:R:1 method="wB97M-V/def2-TZVPD" e_above_lowest_kcal_mol=0.0 orbital_gap_ev=6.4 max_force_ev_per_a=4.295 lumo_energy_ev=-1.1404
Ca 0.2847 1.5448 2.6574 -1.151 0.795 0.788 1.47
C -4.0595 -2.3994 1.3383 0.340 -1.290 -0.208 -0.56
C -2.7850 -2.8719 1.3205 -1.288 0.371 0.102 -0.66
C -1.7645 -2.5144 0.2589 0.098 -0.451 0.204 -0.58
C -1.6758 -0.9635 0.0822 0.732 -0.658 0.553 0.21
C -2.4090 -0.3696 -1.0957 -0.039 0.177 -0.339 -0.52
C -3.6520 -0.6867 -1.5074 0.070 0.466 0.186 -0.30
C -4.3717 -1.9865 -1.2626 -0.189 -0.126 0.543 -0.79
C -4.9780 -2.2314 0.1388 -0.317 1.089 -0.257 -0.49
C -0.6051 3.7248 2.5085 -0.426 -0.162 0.332 -1.25
H -4.5941 -2.2280 2.2857 0.249 -0.918 -0.256 0.38
H -2.4067 -3.4829 2.1549 -0.073 1.044 0.097 0.40
H -1.9328 -2.9990 -0.7203 0.366 0.150 0.489 0.28
H -0.8149 -2.8803 0.6923 -0.303 0.109 -0.564 0.50
H -2.0538 -0.5282 1.0330 -0.114 -0.067 -0.599 0.38
H -0.5916 -0.6855 0.1098 -0.561 -0.019 -0.601 0.01
H -1.8216 0.3683 -1.6643 -0.738 0.395 0.621 0.32
H -4.2793 0.0598 -2.0324 0.989 -0.491 -0.421 0.35
H -3.6882 -2.8155 -1.4651 -0.157 0.095 -0.076 0.20
H -5.1834 -2.0894 -2.0064 0.319 0.162 0.356 0.44
H -5.6674 -1.4116 0.4295 0.063 -0.369 -0.544 0.30
H -5.6075 -3.1375 -0.0501 0.462 0.452 0.923 0.33
H -1.5101 3.2632 3.0057 0.662 0.227 -0.832 0.21
H -0.8053 3.8694 1.4365 -0.254 0.121 -0.010 0.25
H -0.6162 4.7194 2.9819 0.604 -0.229 -0.259 0.24
P 2.0047 1.7838 -1.7760 1.404 1.643 -3.711 0.22
P 3.1962 -1.1882 -0.3029 0.526 -2.396 -2.889 -0.18
N 0.9515 1.8426 -3.1739 -0.850 0.328 0.182 0.57
N 3.1405 3.1202 -2.4402 -0.333 -0.267 1.230 0.29
N 2.5005 -2.3916 -1.5572 -1.119 0.790 0.694 0.17
N 4.5657 -2.1574 0.1416 1.023 -0.166 0.703 0.36
C 2.9550 0.4128 -2.5420 0.875 -1.063 0.370 -0.67
C 4.0216 -0.2224 -1.6301 0.182 0.693 -0.140 -1.14
C -0.2352 2.5853 -3.1709 0.268 -0.277 -0.935 -0.76
C -0.6713 2.7217 -4.4779 0.321 -0.013 0.928 -0.74
C 0.2795 2.0725 -5.3177 0.675 -0.339 0.830 -0.80
C 1.2636 1.5474 -4.5062 -0.734 0.427 -0.043 -0.08
C 3.4981 4.2211 -1.6659 0.663 0.038 -0.610 -0.52
C 4.5699 4.8704 -2.2658 -0.621 -0.741 0.374 -0.58
C 4.9118 4.1311 -3.4343 -1.141 -0.632 0.245 -0.73
C 3.9839 3.1026 -3.5473 0.562 0.247 0.543 -0.06
C 1.1235 -2.6396 -1.4810 0.280 -0.653 -0.701 0.01
C 0.7055 -3.3609 -2.5963 0.583 0.671 0.637 -0.26
C 1.8453 -3.4997 -3.4501 0.578 0.645 0.977 -1.16
C 2.9193 -2.8801 -2.8054 -0.574 -0.196 -0.020 -0.26
C 5.1364 -3.2729 -0.4836 0.538 0.313 0.637 -0.21
C 6.3517 -3.5537 0.1229 -0.970 0.684 -0.050 -0.66
C 6.5602 -2.5640 1.1432 -0.717 0.188 -0.445 -0.54
C 5.4715 -1.7133 1.1222 0.014 -0.941 -0.462 -0.40
H 3.4670 0.6924 -3.4773 -0.430 0.111 0.677 0.00
H 2.2365 -0.3733 -2.8049 -0.041 0.221 -0.026 0.64
H 4.7111 -0.8582 -2.2266 -0.504 0.205 0.535 0.45
H 4.6497 0.5540 -1.1719 -0.042 -0.064 -0.001 0.61
H -0.6307 2.9634 -2.2363 -0.025 -0.072 -0.181 0.58
H -1.5615 3.2474 -4.7796 -0.015 -0.027 -0.031 0.44
H 0.2966 1.9880 -6.3907 -0.198 0.046 -0.041 0.45
H 2.1564 1.0091 -4.7878 -0.389 0.085 0.027 0.41
H 2.9544 4.4531 -0.7633 0.029 0.000 -0.012 0.43
H 5.0592 5.7588 -1.9070 -0.011 0.027 0.093 0.41
H 5.7509 4.2979 -4.0882 -0.159 0.145 -0.191 0.43
H 3.8612 2.3747 -4.3327 0.132 0.120 0.084 0.28
H 0.5508 -2.2634 -0.6456 0.216 -0.234 -0.126 -0.19
H -0.2949 -3.7443 -2.7739 0.263 0.218 0.038 0.45
H 1.8696 -3.9899 -4.4215 0.118 0.167 0.370 0.43
H 3.9409 -2.7692 -3.1457 -0.187 -0.036 0.112 0.53
H 4.6261 -3.7551 -1.3005 0.060 -0.085 0.221 0.49
H 7.0038 -4.3792 -0.1278 -0.108 0.128 0.028 0.43
H 7.4080 -2.5010 1.8087 -0.092 0.071 -0.050 0.42
H 5.2434 -0.8348 1.7031 0.035 -0.025 0.112 0.34
C -5.6490 2.3975 6.0657 -0.189 0.725 -0.405 -1.07
Si -4.2978 1.1710 5.6620 0.563 -1.450 0.190 0.27
C -3.8552 0.4707 7.3515 0.212 0.194 0.160 -1.05
C -4.8794 -0.2862 4.5910 -0.253 0.019 -0.249 -1.00
C -2.6449 1.4989 4.8756 0.792 0.099 -0.909 -0.66
C -1.5866 1.3662 4.2271 -1.063 -0.436 0.871 -0.25
H -6.2235 2.0175 6.9250 0.233 0.007 -0.327 0.30
H -6.3479 2.5937 5.2472 0.050 -0.120 0.008 0.33
H -5.2555 3.3806 6.3456 0.068 -0.135 0.089 0.32
H -4.6250 0.5580 8.1466 0.429 -0.160 -0.545 0.32
H -3.5219 -0.5667 7.2235 -0.090 0.156 0.231 0.27
H -2.9745 1.0631 7.6310 -0.114 -0.210 0.340 0.31
H -5.0874 0.0390 3.5603 -0.104 -0.007 0.232 0.29
H -4.0412 -0.9992 4.4974 -0.298 0.259 0.253 0.22
H -5.7692 -0.8106 4.9852 0.333 0.207 -0.146 0.41

90
Properties=species:S:1:pos:R:3:forces:R:3:mulliken_charge:R:1 method="wB97M-V/def2-TZVPD" orbital_gap_ev="8.0 / 6.4" max_force_ev_per_a=0.643 multiplicity=3 lumo_energy_ev="0.3630 / -1.2634" s2=2.0106
Pt -0.7460 0.2708 0.0560 0.133 -0.077 0.152 1.19
C 0.4371 -2.1863 -4.7093 0.061 -0.032 -0.022 -1.39
C 0.8093 -1.7619 -3.3281 -0.145 0.032 -0.062 0.52
C 1.9878 -1.9570 -2.6559 0.008 -0.040 -0.013 -1.09
C 1.8210 -1.3754 -1.3920 0.015 -0.006 -0.028 -0.41
N 0.5954 -0.8420 -1.3131 0.094 -0.179 -0.172 -0.49
N -0.0204 -1.0939 -2.5091 -0.029 0.155 0.155 0.64
B -1.4629 -0.6606 -2.8133 -0.021 -0.081 -0.150 -0.64
N -2.4451 -1.3224 -1.8376 -0.013 -0.010 0.089 0.78
N -2.3773 -1.1047 -0.4945 -0.025 -0.011 -0.237 -0.72
C -3.3523 -1.8222 0.0702 -0.030 -0.032 0.113 -0.16
C -4.0499 -2.5109 -0.9319 0.001 0.016 -0.013 -0.97
C -3.4484 -2.1706 -2.1201 0.048 0.028 -0.056 0.51
C -3.7855 -2.6163 -3.5032 -0.042 -0.033 0.007 -1.38
C -3.7048 -1.9269 1.5388 0.010 0.014 -0.047 2.64
C -2.8173 -1.0876 2.4403 -0.011 -0.014 0.022 -1.84
C -5.1603 -1.4709 1.7145 -0.015 0.005 0.024 -1.77
C -3.5808 -3.3992 1.9559 0.010 -0.010 0.029 -1.75
N -1.5987 0.8645 -2.7610 0.035 0.072 0.027 0.60
N -1.3431 1.5582 -1.6194 -0.062 -0.134 -0.196 -0.47
C -1.5439 2.8505 -1.8901 0.028 0.103 0.074 -0.15
C -1.9282 2.9802 -3.2318 -0.011 -0.020 0.005 -1.02
C -1.9512 1.7060 -3.7476 -0.001 -0.079 -0.014 0.52
C -2.2930 1.2569 -5.1285 -0.013 0.049 -0.029 -1.37
C -1.4016 4.0274 -0.9494 -0.021 -0.036 -0.033 2.63
C -0.9834 3.6314 0.4550 0.020 0.020 0.016 -1.86
C -0.3472 4.9804 -1.5296 0.021 0.015 0.020 -1.74
C -2.7546 4.7495 -0.8795 -0.010 0.018 0.016 -1.77
C 2.9124 -1.4193 -0.3509 -0.034 -0.040 -0.052 3.19
C 3.2499 -2.8941 -0.0801 0.029 0.000 0.011 -1.89
C 2.5404 -0.7652 0.9584 -0.020 0.016 0.043 -2.13
C 4.1510 -0.7106 -0.9194 0.023 0.006 0.032 -1.89
H 1.2789 -2.7093 -5.1597 -0.002 0.001 -0.001 0.39
H 0.1872 -1.3333 -5.3398 0.002 0.016 0.002 0.20
H -0.4212 -2.8576 -4.7070 -0.006 -0.009 0.011 0.20
H 2.8601 -2.4656 -3.0268 0.020 -0.003 0.000 0.54
H -1.7333 -1.0213 -3.9175 -0.005 0.012 0.033 -0.09
H -4.8881 -3.1732 -0.8036 -0.013 -0.011 0.003 0.54
H -4.6339 -3.2970 -3.4611 0.002 0.000 -0.008 0.38
H -2.9517 -3.1373 -3.9731 0.016 -0.006 0.008 0.21
H -4.0524 -1.7762 -4.1439 -0.002 0.018 0.006 0.22
H -2.8840 -0.0239 2.2098 -0.036 -0.030 -0.015 0.22
H -1.7705 -1.3783 2.3708 -0.032 -0.036 -0.010 0.28
H -3.1332 -1.2213 3.4772 -0.004 0.017 0.009 0.53
H -5.2820 -0.4314 1.4060 0.011 0.012 -0.001 0.36
H -5.4456 -1.5511 2.7651 -0.005 -0.001 0.007 0.45
H -5.8493 -2.0800 1.1291 0.003 -0.015 -0.013 0.34
H -2.5579 -3.7555 1.8239 0.012 0.009 0.000 0.36
H -4.2407 -4.0421 1.3732 -0.014 0.004 -0.017 0.34
H -3.8462 -3.5059 3.0094 -0.003 -0.005 0.006 0.46
H -2.1625 3.8897 -3.7569 -0.002 0.015 -0.007 0.53
H -2.5445 2.1256 -5.7342 0.000 -0.006 -0.005 0.38
H -3.1461 0.5788 -5.1320 -0.011 -0.005 0.016 0.21
H -1.4587 0.7397 -5.6018 0.019 -0.003 0.007 0.21
H -0.0171 3.1302 0.4692 -0.005 0.034 -0.036 0.29
H -1.7123 2.9739 0.9317 -0.023 0.027 -0.038 0.25
H -0.8999 4.5284 1.0720 -0.013 -0.002 0.017 0.49
H 0.6223 4.4860 -1.6075 0.005 -0.013 0.008 0.36
H -0.2367 5.8478 -0.8761 0.001 0.009 -0.001 0.46
H -0.6260 5.3364 -2.5216 -0.017 -0.005 -0.013 0.34
H -3.5284 4.0877 -0.4870 0.002 -0.011 0.008 0.37
H -3.0766 5.1020 -1.8596 0.008 -0.002 -0.016 0.35
H -2.6760 5.6137 -0.2171 -0.002 0.007 0.003 0.45
H 2.3811 -3.4237 0.3142 -0.015 0.007 0.003 0.39
H 4.0503 -2.9546 0.6597 0.005 0.001 0.006 0.44
H 3.5808 -3.4104 -0.9813 0.005 0.005 -0.016 0.39
H 1.6745 -1.2360 1.4257 -0.023 -0.017 -0.041 0.31
H 2.3220 0.2955 0.8459 0.026 -0.025 -0.036 0.30
H 3.3780 -0.8607 1.6480 0.029 0.041 0.031 0.55
H 4.5030 -1.1777 -1.8394 -0.010 -0.019 -0.012 0.38
H 4.9606 -0.7494 -0.1876 0.003 0.004 0.005 0.43
H 3.9336 0.3373 -1.1332 -0.013 0.007 0.006 0.38
S 2.2792 0.5110 7.3314 0.106 0.008 -0.108 -0.37
C 1.9881 0.5782 5.7020 -0.036 0.084 0.158 0.24
S 0.3590 0.6769 5.1109 -0.254 -0.063 0.163 -0.14
C 0.9320 0.7587 3.4844 0.149 -0.165 -0.594 0.26
N 2.2118 0.7214 3.3739 -0.245 0.076 0.330 -0.42
N 2.8068 0.6094 4.6173 0.125 -0.062 -0.127 0.33
C 4.2363 0.5715 4.5799 -0.018 0.025 0.094 0.69
C 4.8714 1.0492 3.4370 0.060 0.115 -0.061 -0.15
C 6.2522 1.0193 3.3553 0.053 -0.005 -0.014 -0.67
C 7.0141 0.5149 4.4008 -0.074 0.004 -0.008 -0.47
C 6.3708 0.0373 5.5299 0.002 -0.015 0.031 -0.64
C 4.9861 0.0604 5.6307 0.043 -0.094 -0.018 -0.59
S -0.2322 0.9604 2.2012 0.119 0.363 0.518 -0.34
H 4.2849 1.4465 2.6222 0.008 -0.029 0.028 0.44
H 6.7342 1.3993 2.4636 0.006 0.000 0.001 0.38
H 8.0933 0.4946 4.3336 0.014 0.001 -0.002 0.39
H 6.9433 -0.3661 6.3548 0.018 0.001 -0.004 0.36
H 4.5028 -0.3205 6.5141 -0.019 0.014 -0.008 0.24

83
Properties=species:S:1:pos:R:3:forces:R:3:mulliken_charge:R:1 method="wB97M-V/def2-TZVPD" e_above_lowest_kcal_mol=0.0 orbital_gap_ev=5.1 max_force_ev_per_a=2.744 lumo_energy_ev=-14.3638 charge=+4
N -5.2516 -1.1762 3.3689 -0.080 0.260 0.472 -0.45
C -4.3935 -0.2699 3.8360 0.073 0.093 -0.434 -0.51
C -3.7373 0.6282 3.0028 0.011 0.437 -0.470 -0.72
C -4.0006 0.6141 1.6108 0.172 -0.763 0.008 0.51
C -4.8381 -0.4300 1.1271 0.120 0.401 0.313 -0.31
C -5.4875 -1.2434 2.0655 0.106 0.077 -0.616 -0.60
C -3.2410 1.5216 0.7505 -0.019 -0.760 0.309 -0.40
Zr 0.1017 0.9447 -0.6544 -0.139 -1.857 0.524 -0.64
P 2.5558 0.5356 -1.3373 0.580 0.253 -0.753 1.43
C -3.0707 1.3365 -0.5941 0.811 0.310 -0.732 -0.46
C -2.0146 2.0375 -1.3716 -1.480 1.600 0.734 0.13
C -1.9479 1.9179 -2.7976 0.925 0.277 0.475 -0.48
C -0.8205 2.4021 -3.4844 -1.134 -0.678 0.248 -0.33
C 0.1506 3.1263 -2.7982 2.481 1.088 -0.435 -0.65
C 0.1444 3.3086 -1.3959 -2.182 1.006 -0.769 -0.84
C -1.0719 2.9180 -0.7068 0.325 0.216 -1.270 -0.08
Br 1.5364 3.9973 -3.9596 -2.340 -0.551 0.695 0.08
H -2.7209 2.3420 1.2648 -0.175 -0.458 -0.101 0.53
H -3.7291 0.6406 -1.1406 0.558 0.331 0.242 0.58
H -2.9818 1.3082 3.4115 -0.558 0.084 -0.077 0.73
H -4.9665 -0.6482 0.0623 -0.285 0.394 0.399 0.55
H -4.2273 -0.2181 4.9092 -0.108 -0.242 -0.067 0.49
H -6.2347 -1.9772 1.7416 0.392 0.176 0.099 0.43
H -2.8236 1.5601 -3.3351 0.323 -0.499 0.005 0.57
H -1.2970 3.2988 0.2949 0.401 -0.336 -0.177 0.68
H -0.7031 2.2023 -4.5492 -0.202 0.372 0.115 0.55
H 0.9045 3.9063 -0.9033 -0.278 0.186 -0.130 1.25
P -0.5163 -1.6563 -0.5958 -0.225 -1.607 -0.968 1.69
C 3.1405 2.1743 -0.6835 -0.112 -0.324 0.075 -0.68
C 3.7495 3.0596 -1.7600 -0.142 0.570 -0.409 -0.66
H 3.8681 1.9375 0.1095 -0.344 -0.035 -0.067 0.77
H 2.2954 2.7050 -0.1926 0.455 -0.233 0.027 0.58
H 3.9497 4.0561 -1.3414 0.104 -0.274 -0.111 0.47
H 4.6848 2.6517 -2.1732 -0.390 0.179 0.292 0.27
H 3.0165 3.1976 -2.5779 1.109 -0.281 0.860 -0.38
C 2.1632 0.5196 -3.1447 -0.129 0.752 -0.028 0.27
C 3.3084 0.6455 -4.1489 0.413 0.016 -0.452 -1.68
H 1.4705 1.3421 -3.3476 0.126 -0.223 0.054 -0.33
H 1.6024 -0.3985 -3.3303 0.058 -0.089 0.063 0.30
H 2.8769 0.8959 -5.1289 0.138 -0.194 0.237 0.44
H 4.0049 1.4549 -3.8986 -0.253 -0.298 -0.093 0.33
H 3.8663 -0.2939 -4.2596 -0.123 0.300 0.059 0.42
C 3.9568 -0.5894 -1.2114 -0.106 -1.033 0.657 -0.30
C 5.2917 0.0652 -1.5131 0.292 0.321 -0.253 -1.39
H 3.7425 -1.4132 -1.9099 0.075 0.194 0.210 0.51
H 3.9460 -1.0191 -0.1997 0.174 0.099 -0.306 0.39
H 6.0695 -0.6928 -1.4113 0.000 0.072 0.060 0.47
H 5.3376 0.4451 -2.5379 0.087 -0.097 0.281 0.31
H 5.5110 0.8831 -0.8199 0.116 -0.223 -0.110 0.35
C 0.5059 -2.8646 0.3361 0.384 0.549 0.420 -0.94
C 1.9615 -3.0081 -0.0501 0.615 -0.061 -0.035 -1.26
H -0.0005 -3.8257 0.2138 -0.203 0.199 -0.094 0.58
H 0.4195 -2.5759 1.3947 -0.015 -0.304 -0.190 0.45
H 2.2988 -4.0303 0.1399 -0.040 0.123 0.074 0.46
H 2.1746 -2.8236 -1.1047 -0.174 -0.038 0.001 0.31
H 2.5991 -2.3507 0.5424 -0.065 -0.049 -0.015 0.15
C -0.3158 -2.2123 -2.3440 0.233 0.105 0.142 -0.94
C -1.3629 -1.6630 -3.3116 -0.145 -0.140 -0.165 -1.11
H -0.3733 -3.3086 -2.2923 0.104 0.176 -0.095 0.58
H 0.7075 -1.9379 -2.6664 -0.505 -0.409 0.093 0.38
H -1.3102 -2.2250 -4.2525 -0.006 0.257 0.151 0.48
H -2.3896 -1.7767 -2.9402 0.226 -0.013 -0.020 0.27
H -1.2025 -0.6017 -3.5436 0.033 -0.135 -0.007 0.18
C -2.1677 -2.3183 -0.1415 -0.669 0.556 -0.118 -0.28
C -2.3254 -2.8362 1.2841 -0.092 -0.049 0.409 -1.49
H -2.3586 -3.1344 -0.8491 0.115 0.129 -0.035 0.65
H -2.9087 -1.5301 -0.3447 0.114 -0.352 0.039 -0.11
H -3.3311 -3.2581 1.4147 0.230 0.213 -0.092 0.41
H -1.6290 -3.6419 1.5333 -0.176 0.182 -0.090 0.43
H -2.2021 -2.0358 2.0247 -0.065 -0.092 -0.049 0.31
N -0.0596 0.6593 1.3682 -0.144 -0.778 1.755 -0.53
C -0.0643 0.2015 2.4670 1.311 0.940 0.388 0.79
C 0.2112 -0.0795 3.8229 -0.611 -0.312 -0.123 0.30
C -0.8426 -0.2929 4.7542 -0.562 0.099 0.399 0.00
C -0.5988 -0.2652 6.1261 -0.154 -0.033 -0.468 -0.74
C 0.7200 -0.1582 6.5955 0.037 0.111 -0.426 -0.43
C 1.7939 -0.0791 5.6833 -0.284 0.012 -0.637 -0.68
C 1.5499 -0.0252 4.3048 0.681 0.150 0.521 -0.68
H -1.8600 -0.4520 4.3829 0.455 0.163 0.205 0.44
H -1.4410 -0.3101 6.8302 0.475 -0.155 -0.369 0.46
H 0.9160 -0.1291 7.6695 -0.035 -0.054 -0.320 0.45
H 2.8177 -0.0330 6.0651 -0.361 -0.016 -0.254 0.43
H 2.3858 0.0751 3.6046 -0.325 0.020 0.314 0.45